[1]
Entry from OMol25: a structure of composition C53H54AsMnNO3P4 (ωB97M-V/def2-TZVPD).

```
117
Properties=species:S:1:pos:R:3:mulliken_spin:R:1
Mn 12.87 12.17 13.82 4.342
N 12.15 9.95 15.64 -0.057
P 12.99 11.32 16.16 0.164
C 14.57 10.74 16.76 -0.045
C 15.69 11.42 16.36 0.089
C 16.96 10.99 16.70 0.015
C 17.07 9.89 17.55 0.000
C 15.94 9.23 18.00 0.001
C 14.69 9.64 17.59 -0.011
C 12.08 11.97 17.56 0.000
C 12.73 12.71 18.53 0.005
C 12.01 13.46 19.45 -0.001
C 10.62 13.44 19.42 0.005
C 9.96 12.71 18.45 0.001
C 10.67 12.00 17.51 0.010
P 12.35 9.65 13.91 0.199
C 10.82 8.97 13.34 0.028
C 9.62 8.87 14.05 -0.002
C 8.47 8.41 13.47 -0.001
C 8.43 7.97 12.17 0.003
C 9.61 8.02 11.41 0.000
C 10.78 8.57 11.98 -0.005
C 13.55 8.31 13.74 -0.081
C 13.15 7.00 13.45 -0.004
C 14.10 6.04 13.29 0.000
C 15.43 6.40 13.40 0.001
C 15.84 7.71 13.60 0.002
C 14.86 8.67 13.75 0.044
H 12.26 9.13 16.25 0.003
H 15.55 12.25 15.68 -0.029
H 17.89 11.51 16.35 0.000
H 18.03 9.53 17.88 0.000
H 16.07 8.38 18.67 0.000
H 13.79 9.12 17.87 0.000
H 13.82 12.72 18.60 0.000
H 12.57 13.99 20.25 0.000
H 10.09 14.02 20.16 0.000
H 8.85 12.73 18.41 0.000
H 10.20 11.43 16.75 -0.007
H 9.58 9.33 15.03 -0.001
H 7.59 8.46 14.07 0.000
H 7.50 7.65 11.72 0.000
H 9.64 7.62 10.36 0.000
H 11.69 8.64 11.39 0.001
H 12.11 6.71 13.49 0.001
H 13.76 5.01 13.11 0.000
H 16.20 5.65 13.38 0.000
H 16.88 7.96 13.68 0.001
H 15.18 9.74 13.86 0.040
C 11.36 16.24 12.01 0.001
O 11.80 15.20 12.96 0.010
P 11.04 13.91 13.44 0.132
O 10.30 14.27 14.82 0.006
C 9.32 15.33 14.90 -0.002
O 9.99 13.62 12.29 0.018
C 9.06 12.53 12.51 -0.005
H 12.19 16.72 11.62 0.000
H 10.73 16.94 12.58 0.000
H 10.73 15.76 11.26 0.000
H 9.80 16.25 14.57 0.000
H 9.00 15.34 15.93 0.000
H 8.46 15.15 14.25 0.000
H 8.57 12.35 11.59 0.000
H 8.35 12.81 13.26 0.002
H 9.59 11.57 12.74 0.009
C 16.36 12.33 12.56 -0.022
C 16.36 11.41 11.32 0.015
As 18.06 11.35 10.45 0.001
C 19.21 11.20 12.02 0.000
C 20.44 11.85 12.00 0.001
C 21.30 11.76 13.09 0.000
C 20.99 10.97 14.16 0.000
C 19.75 10.35 14.20 0.000
C 18.84 10.49 13.14 -0.003
C 18.25 13.27 10.06 0.000
C 17.98 13.58 8.72 0.000
C 18.01 14.88 8.26 0.000
C 18.28 15.90 9.17 0.000
C 18.60 15.62 10.49 -0.001
C 18.62 14.29 10.95 -0.001
P 14.82 13.37 12.83 0.167
C 15.30 14.73 13.97 -0.099
C 16.46 15.49 13.77 -0.010
C 16.86 16.46 14.66 0.002
C 16.10 16.70 15.80 0.001
C 14.98 15.97 16.05 0.018
C 14.58 14.99 15.12 0.098
C 14.49 14.04 11.22 -0.088
C 14.91 15.33 10.86 0.004
C 14.61 15.81 9.61 -0.001
C 13.93 15.00 8.70 0.001
C 13.45 13.74 9.06 0.021
C 13.75 13.27 10.34 0.037
H 17.21 13.04 12.58 0.001
H 16.40 11.68 13.45 -0.033
H 15.72 11.75 10.50 0.001
H 16.13 10.39 11.59 0.000
H 20.76 12.42 11.17 0.000
H 22.23 12.34 13.02 0.000
H 21.69 10.86 14.96 0.000
H 19.55 9.80 15.09 0.000
H 17.85 10.09 13.25 0.002
H 17.73 12.79 8.04 0.000
H 17.77 15.14 7.26 0.000
H 18.32 16.93 8.86 0.000
H 18.93 16.41 11.15 0.000
H 18.91 14.06 11.94 0.001
H 17.04 15.29 12.87 -0.006
H 17.75 17.06 14.47 0.000
H 16.36 17.49 16.49 0.000
H 14.33 16.18 16.93 0.001
H 13.65 14.45 15.29 -0.001
H 15.44 15.96 11.56 -0.001
H 14.96 16.81 9.34 0.000
H 13.69 15.43 7.73 0.000
H 12.83 13.15 8.40 0.001
H 13.41 12.28 10.66 0.013
```

Calculated values
Expectation value of S² = 8.763
2S+1 = 6
Charge = +2

---

[2]
Entry from OMol25: a structure of composition C18H42MgNO2P2Si2 (ωB97M-V/def2-TZVPD).

```
68
Properties=species:S:1:pos:R:3:lowdin_charge:R:1
Mg -0.29 -0.13 -0.10 0.461
P -2.68 0.09 -0.87 0.866
C -2.27 0.42 -2.62 -0.294
C -0.84 0.70 -3.02 -0.289
N 0.22 0.45 -2.22 0.094
C 1.47 0.61 -2.71 -0.288
C 1.68 1.20 -3.96 -0.009
C 0.59 1.56 -4.73 -0.019
C -0.68 1.28 -4.28 -0.007
C 2.70 0.15 -1.94 -0.222
P 2.80 -1.58 -1.36 0.971
H -1.56 1.55 -4.86 0.132
H 2.69 1.39 -4.33 0.126
H 0.73 2.04 -5.70 0.125
H 3.56 0.26 -2.62 0.108
H 2.88 0.82 -1.09 0.073
H -2.61 -0.44 -3.19 0.094
H -2.95 1.23 -2.98 0.108
H -1.06 -2.75 -2.86 0.002
O -1.19 -3.33 -3.63 -0.075
H -0.66 -2.81 -4.29 0.055
H 1.57 -2.18 -0.92 0.032
O 0.04 -1.99 -0.25 -0.459
H -0.53 -2.79 -0.28 0.010
C 3.32 -2.61 -2.73 -0.206
H 4.23 -2.25 -3.22 0.067
H 3.51 -3.63 -2.37 0.072
H 2.51 -2.65 -3.46 0.058
C 4.03 -1.65 -0.04 -0.190
H 3.79 -2.50 0.61 0.074
H 5.06 -1.77 -0.44 0.074
H 4.01 -0.74 0.59 0.047
C -3.89 1.44 -0.65 -0.259
H -4.77 1.28 -1.28 0.060
H -4.20 1.54 0.40 0.037
H -3.42 2.39 -0.96 0.057
C -3.75 -1.40 -0.97 -0.231
H -3.91 -1.81 0.03 0.029
H -4.71 -1.16 -1.43 0.062
H -3.24 -2.17 -1.57 0.044
C -2.24 2.00 2.69 -0.168
Si -1.58 0.24 2.91 0.366
C -1.35 -0.12 4.76 -0.180
C -2.91 -0.99 2.35 -0.194
C 0.02 -0.04 2.01 -0.452
Si 1.43 1.06 2.50 0.366
C 1.10 2.30 3.88 -0.184
C 2.79 -0.08 3.15 -0.186
C 2.03 2.12 1.06 -0.183
H -3.15 2.07 3.32 0.044
H -2.51 2.23 1.65 0.002
H -1.52 2.74 3.05 0.012
H -2.33 -0.42 5.15 0.026
H -0.64 -0.95 4.89 0.039
H -0.97 0.76 5.31 0.016
H -2.48 -1.82 1.77 0.026
H -3.35 -1.41 3.27 0.035
H -3.71 -0.51 1.76 0.007
H 0.32 -1.11 2.13 0.010
H 0.69 1.84 4.79 0.019
H 2.07 2.76 4.13 0.040
H 0.42 3.10 3.57 0.018
H 2.90 -0.98 2.53 0.002
H 3.75 0.45 3.15 0.031
H 2.55 -0.38 4.18 0.043
H 1.72 1.78 0.06 -0.023
H 1.64 3.14 1.18 0.043
H 3.13 2.17 1.08 0.036
```

Calculated values
2S+1 = 1
Charge = +1

---

[3]
Entry from OMol25: an isolated molecule of C21H23NO4 (ωB97M-V/def2-TZVPD).

```
49
Properties=species:S:1:pos:R:3:lowdin_charge:R:1
C 0.06 -4.93 -0.02 0.011
C 0.07 -3.82 -0.72 -0.148
C -0.24 -2.46 -0.16 -0.144
N 0.77 -1.49 -0.51 -0.009
C 0.69 -0.61 -1.56 -0.272
C -0.47 -0.54 -2.48 -0.013
C 1.82 0.16 -1.54 0.005
C 2.63 -0.29 -0.46 -0.120
C 3.86 0.31 0.06 -0.334
O 4.75 -0.31 0.59 0.094
C 3.94 1.84 -0.07 -0.071
O 2.67 2.44 -0.22 -0.020
C 1.76 2.12 0.72 -0.501
O 2.05 1.65 1.80 0.128
C 0.40 2.35 0.23 0.025
C -0.61 1.65 0.78 -0.012
C -1.97 1.55 0.29 -0.222
C -2.49 2.41 -0.68 -0.040
C -3.78 2.22 -1.14 -0.069
C -4.56 1.19 -0.66 -0.002
C -4.06 0.33 0.31 -0.270
O -4.90 -0.66 0.72 -0.080
C -4.47 -1.55 1.72 -0.084
C -2.77 0.52 0.79 0.020
C 1.95 -1.34 0.15 -0.194
C 2.32 -2.13 1.34 0.010
H 0.28 -5.89 -0.46 0.055
H -0.20 -4.94 1.03 0.061
H 0.34 -3.82 -1.77 0.107
H -1.20 -2.11 -0.56 0.119
H -0.32 -2.52 0.93 0.122
H -0.67 -1.51 -2.95 0.079
H -1.37 -0.22 -1.95 0.068
H -0.27 0.18 -3.26 0.086
H 2.07 0.93 -2.24 0.123
H 4.52 2.11 -0.95 0.141
H 4.45 2.21 0.83 0.140
H 0.30 2.95 -0.66 0.118
H -0.37 1.05 1.64 0.126
H -1.89 3.22 -1.06 0.107
H -4.19 2.89 -1.89 0.107
H -5.57 1.04 -1.02 0.118
H -4.23 -1.02 2.65 0.098
H -3.60 -2.13 1.40 0.088
H -5.31 -2.22 1.90 0.095
H -2.36 -0.13 1.54 0.107
H 3.32 -1.85 1.65 0.078
H 2.30 -3.20 1.12 0.081
H 1.64 -1.94 2.17 0.088
```

Calculated values
Structure (SMILES) = C=CCn1c(C)cc(C(=O)COC(=O)/C=C/c2cccc(OC)c2)c1C
2S+1 = 1
Charge = 0

---

[4]
Entry from OMol25: a cluster of 2 separate species, C7H11BrOSi2 in total (ωB97M-V/def2-TZVPD).

```
22
Properties=species:S:1:pos:R:3:lowdin_charge:R:1
O 1.31 1.33 -1.04 -0.413
Si 0.32 0.21 -1.24 0.557
C -1.26 -0.34 -0.47 -0.361
C -1.69 -1.63 -0.33 -0.111
C -3.03 -1.92 -0.29 -0.070
C -3.91 -0.87 -0.43 -0.088
C -3.50 0.45 -0.32 -0.046
C -2.11 0.72 -0.38 -0.100
H 0.51 -0.18 -2.66 -0.010
H -1.04 -2.46 -0.29 0.093
H -3.53 -2.83 0.07 0.118
H -4.99 -0.94 -0.51 0.103
H -4.21 1.22 -0.42 0.087
H -1.66 1.69 -0.22 0.104
Si 4.48 0.81 0.65 0.562
C 2.84 0.81 1.61 -0.684
Br 1.88 -0.99 1.32 0.494
H 5.54 0.41 1.55 -0.091
H 4.43 -0.06 -0.50 -0.086
H 4.67 2.16 -0.03 -0.059
H 2.05 1.49 1.23 -0.012
H 2.89 0.94 2.71 0.013
```

Calculated values
Structure (SMILES) = O=[SiH]c1ccccc1.[SiH3]CBr
2S+1 = 1
Charge = 0

---

[5]
Entry from OMol25: a cluster of 2 separate species, C3H2Cl2O2 in total (ωB97M-V/def2-TZVPD).

```
9
Properties=species:S:1:pos:R:3:lowdin_charge:R:1
C 0.67 0.12 -1.16 -0.430
C 0.61 0.23 0.28 -1.135
C -1.39 -0.50 0.65 -0.079
O 1.04 -0.80 -1.86 0.050
O -2.11 0.15 1.23 0.164
Cl 0.61 1.93 0.79 0.593
Cl 1.46 -0.71 1.46 0.628
H 0.31 1.04 -1.51 0.080
H -1.20 -1.46 0.14 0.130
```

Calculated values
2S+1 = 1
Charge = 0

---

DFT total energy, record by record: -7084.2915 -2377.9709 -1169.7067 -3501.5107 -1186.2772 a.u.
Energy above the lowest of the compared OMol25 structures with the same formula, charge and spin, record by record: 0.00 0.00 326.06 27.44 298.59 kJ/mol
M, record by record: 1006.8 447.0 353.4 247.2 141.0 u